Record 1
Formula: C2H4BiO
Source: the Open Molecules 2025 dataset
Level of theory: ωB97M-V with the def2-TZVPD basis set

Atoms and positions in Å:
H  -2.28051  -0.01860  1.60055
C  1.40798  0.27286  -0.34121
C  0.30750  -0.44957  0.07121
O  -2.29031  -0.11724  0.65004
Bi  -1.32811  0.85558  -0.67148
H  2.16081  0.63709  0.37338
H  1.69274  0.31470  -1.40083
H  0.32990  -1.49482  -0.28167

F_max = 3.71 eV/A
HOMO-LUMO gap (spin up / spin down) = 7.815 / 6.505 eV
E_HOMO (spin up / spin down) = -14.52 / -13.01 eV
net charge = +1


Record 2
Formula: C43H46N4PRu
Source: the Open Molecules 2025 dataset
Level of theory: ωB97M-V with the def2-TZVPD basis set

Atoms and positions in Å:
Ru  -0.06238  -0.13253  -0.57002
C  -0.46512  2.53972  3.14927
N  -1.08426  2.23783  1.86198
C  -1.50302  3.48614  1.20633
C  -2.13880  1.27607  1.93610
C  -2.78130  1.00248  3.14601
C  -3.83396  0.10055  3.21711
C  -4.25109  -0.55685  2.07417
C  -3.61502  -0.29708  0.86921
C  -2.56399  0.60873  0.76902
N  -1.93913  0.88666  -0.50072
C  -2.79586  1.36688  -1.51985
C  -4.18401  1.54480  -1.29276
C  -5.07820  1.90058  -2.29115
C  -4.62803  2.09725  -3.57860
C  -3.26536  2.03972  -3.82085
C  -2.33126  1.75880  -2.81631
N  -0.95581  1.95686  -3.08719
C  -0.59384  2.13122  -4.48324
C  -0.26707  2.85516  -2.16999
H  -1.12820  3.09910  3.82913
H  0.41982  3.15406  2.97667
H  -0.15779  1.61960  3.64845
H  -2.21420  4.04383  1.83318
H  -1.97696  3.27774  0.25146
H  -0.62668  4.11657  1.03171
H  -2.46115  1.50342  4.05292
H  -4.32137  -0.08490  4.17066
H  -5.06236  -1.27752  2.11647
H  -3.93310  -0.81053  -0.03252
H  -4.56769  1.37102  -0.30463
H  -6.12982  2.00624  -2.05370
H  -5.31201  2.36153  -4.37810
H  -2.91620  2.27645  -4.81834
H  -0.98618  3.06269  -4.92494
H  -0.95651  1.28553  -5.06986
H  0.48745  2.16714  -4.57193
H  0.56909  3.31671  -2.68801
H  0.11694  2.37370  -1.28486
H  -0.92639  3.65295  -1.81818
C  3.99717  1.58360  4.98998
C  3.71846  2.33267  3.85820
C  3.07870  1.73570  2.77245
C  2.71998  0.39385  2.80330
C  3.02280  -0.36049  3.94136
C  3.64967  0.23298  5.02981
P  1.89640  -0.35280  1.33775
C  3.06289  -1.82210  1.19015
C  2.65560  -3.13802  0.97956
C  3.59529  -4.16458  0.86309
C  4.95419  -3.89130  0.93689
C  5.37463  -2.57878  1.12993
C  4.43806  -1.55846  1.25271
C  0.42567  -1.23566  1.90729
C  0.01655  -1.57495  3.19753
C  -1.02601  -2.47832  3.34408
C  -1.65611  -3.00744  2.21768
C  -1.31395  -2.57736  0.94487
C  -0.27577  -1.66987  0.76588
H  4.49382  2.04199  5.83931
H  3.98879  3.38093  3.81772
H  2.86669  2.32272  1.88456
H  2.79414  -1.41860  3.96419
H  3.86957  -0.35791  5.91250
H  1.60326  -3.37505  0.90249
H  3.25268  -5.18358  0.71182
H  5.68314  -4.69276  0.84926
H  6.43449  -2.34727  1.18740
H  4.78648  -0.53847  1.40878
H  0.49856  -1.15236  4.07051
H  -1.34395  -2.77955  4.33742
H  -2.45173  -3.73256  2.34085
H  -1.85402  -2.95678  0.08709
C  2.80107  -1.46386  -2.03280
N  1.92589  -0.32073  -2.29482
C  2.75872  0.87532  -2.43353
C  1.21986  -0.63465  -3.53948
C  -0.06637  -1.35452  -3.30166
C  -0.55132  -2.23709  -4.26885
C  -1.78996  -2.84797  -4.12164
C  -2.55376  -2.56008  -2.99532
C  -2.06228  -1.68223  -2.03448
C  -0.81504  -1.07418  -2.17058
H  3.45321  -1.64626  -2.89451
H  2.20897  -2.35560  -1.83970
H  3.42414  -1.26140  -1.18548
H  3.58175  0.71143  -3.14095
H  3.18345  1.13721  -1.46312
H  2.16366  1.70907  -2.79072
H  1.87575  -1.23246  -4.18091
H  1.01647  0.28109  -4.08010
H  0.05643  -2.44929  -5.14859
H  -2.15725  -3.53023  -4.87930
H  -3.53217  -3.01263  -2.86578
H  -2.67653  -1.44866  -1.17822

F_max = 1.33 eV/A
2S+1 = 2
HOMO-LUMO gap (spin up / spin down) = 6.222 / 5.995 eV
E_HOMO (spin up / spin down) = -6.41 / -6.37 eV


Record 3
Formula: C12H30F2K2NO10S2
Source: the Open Molecules 2025 dataset
Level of theory: ωB97M-V with the def2-TZVPD basis set

Atoms and positions in Å:
K  0.26697  0.25820  3.52064
K  1.45479  0.67740  1.00282
N  0.24191  -0.65842  1.76827
S  0.58815  -2.29371  1.70534
O  1.17804  -2.57235  0.40561
O  -0.16287  -3.35014  2.38717
F  1.91869  -2.28771  2.59065
S  -1.23631  -0.89562  1.52100
O  -2.08194  -1.02720  2.70412
O  -1.68808  -1.48778  0.25008
F  -1.55094  0.66895  1.25832
C  3.33018  -1.56271  0.50375
O  3.36917  -0.37814  1.37939
C  4.39445  0.55870  0.93273
C  3.99612  1.53750  -0.14839
O  2.81327  2.20338  0.25072
C  2.41199  3.17848  -0.69044
H  2.75910  -2.39372  0.91774
H  4.34728  -1.91172  0.32547
H  3.01969  -1.22835  -0.48616
H  5.26767  -0.03556  0.66355
H  4.79276  1.04302  1.82429
H  3.75921  0.92869  -1.02093
H  4.90359  2.11498  -0.32480
H  2.29526  2.85116  -1.72356
H  3.11907  4.00765  -0.66540
H  1.53339  3.69897  -0.30933
C  -3.23705  3.90699  0.21823
O  -2.65513  3.04291  1.20596
C  -1.50932  3.50508  2.00963
C  -0.88690  2.27990  2.77694
O  -1.73454  1.72514  3.75444
C  -3.00810  1.31845  3.38197
H  -4.09917  3.45144  -0.26894
H  -2.59752  4.27159  -0.58563
H  -3.62447  4.77731  0.74789
H  -1.78600  4.20861  2.79487
H  -0.77379  3.92061  1.32085
H  -0.00211  2.62979  3.30874
H  -0.40743  1.47359  2.22189
H  -2.94480  0.83540  2.40689
H  -3.56067  2.25799  3.37772
H  -3.29048  0.76272  4.27614
C  -0.83456  -5.16711  -3.62904
O  -1.65972  -3.93638  -3.58466
C  -0.82438  -2.92073  -4.24859
C  -1.22795  -1.47336  -4.00343
O  -1.21864  -0.83995  -2.75077
C  -1.86114  -1.50755  -1.73576
H  0.05039  -5.05431  -3.00277
H  -0.46969  -5.36203  -4.63750
H  -1.25387  -6.08187  -3.21015
H  -0.87662  -3.12268  -5.31843
H  0.23069  -3.05877  -4.01220
H  -2.25793  -1.49618  -4.35938
H  -0.62084  -0.77999  -4.58545
H  -2.28095  -0.92855  -0.91320
H  -1.15534  -2.20815  -1.28956
H  -2.66273  -2.07412  -2.20963

F_max = 12.31 eV/A
HOMO-LUMO gap = 8.021 eV
E_HOMO = -11.14 eV
net charge = +1


Record 4
Formula: C4H5N3
Source: the Open Molecules 2025 dataset
Level of theory: ωB97M-V with the def2-TZVPD basis set

Atoms and positions in Å:
N  -0.10698  1.15461  -2.04666
C  0.07931  0.48383  -0.82881
N  0.05622  1.26261  0.25671
C  0.15912  0.63387  1.42486
C  0.18196  -0.74841  1.53632
C  0.08672  -1.45457  0.34152
N  0.14266  -0.85625  -0.84421
H  0.14883  0.59707  -2.85035
H  -1.08365  1.42316  -2.12059
H  0.18806  1.26507  2.31287
H  0.29227  -1.24022  2.49381
H  -0.14452  -2.52078  0.32451

F_max = 0.59 eV/A
HOMO-LUMO gap = 10.073 eV
E_HOMO = -9.31 eV
structure (SMILES) = Nc1ncccn1